1.
Below is a structure of composition C30H42Cl45INO4 at a distorted geometry, with properties calculated with the ωB97M-V functional and the def2-TZVPD basis.

Geometry as XYZ:
```
123
Properties=species:S:1:pos:R:3:lowdin_charge:R:1
C 1.66 -1.54 0.74 0.01
C 1.86 -1.74 -0.86 -0.36
O 1.63 -2.88 -1.34 0.01
O 2.32 -0.58 -1.56 -0.09
C 3.71 -0.68 -1.96 -0.20
C 4.75 -0.84 -0.75 -0.16
C 5.45 0.54 -0.30 -0.19
C 5.03 0.98 1.20 -0.20
C 4.24 2.38 1.27 -0.22
C 3.15 2.60 0.10 -0.20
C 1.78 3.30 0.61 -0.15
C 0.51 2.27 0.58 -0.22
N -0.50 2.67 -0.43 -0.06
C -1.41 1.53 -0.79 -0.24
C -1.86 0.65 0.48 -0.21
C -3.11 -0.33 0.22 -0.71
C -2.55 -1.83 0.48 -0.22
I -4.90 0.12 1.39 0.75
C -0.85 0.66 -2.03 -0.50
O -1.34 -0.50 -2.35 -0.10
O 0.17 1.14 -2.86 -0.22
H 0.57 -1.46 1.04 0.07
H 2.20 -2.40 1.26 0.03
H 2.22 -0.58 1.04 0.07
H 3.97 0.31 -2.49 0.13
H 3.90 -1.49 -2.76 0.11
H 4.34 -1.33 0.19 0.08
H 5.59 -1.53 -1.14 0.12
H 6.59 0.33 -0.27 0.10
H 5.30 1.37 -1.07 0.10
H 4.49 0.14 1.77 0.10
H 6.02 1.15 1.78 0.10
H 4.96 3.29 1.22 0.03
H 3.67 2.39 2.28 0.11
H 2.87 1.56 -0.28 0.09
H 3.62 3.18 -0.77 0.07
H 1.56 4.16 -0.12 0.09
H 1.97 3.68 1.67 0.09
H 0.87 1.19 0.50 0.09
H 0.03 2.39 1.63 0.11
H -0.05 3.06 -1.27 0.03
H -2.37 2.03 -1.19 0.15
H -1.02 0.05 0.96 0.08
H -2.20 1.41 1.28 0.09
H -3.41 -0.26 -0.88 0.08
H -1.97 -1.84 1.47 0.04
H -3.40 -2.60 0.46 0.05
H -1.78 -2.14 -0.33 0.06
C -1.57 6.13 -2.56 -1.52
Cl -0.31 5.01 -3.09 0.58
Cl -1.90 5.91 -0.84 0.53
Cl -1.09 7.80 -2.89 0.50
H -2.48 5.92 -3.12 0.02
C 0.89 5.93 -6.54 -1.55
Cl 0.14 7.47 -6.98 0.50
Cl 0.95 4.84 -7.93 0.52
Cl 2.51 6.19 -5.88 0.51
H 0.28 5.46 -5.76 -0.04
C -0.55 -4.97 0.92 -1.51
Cl -1.78 -5.01 -0.34 0.54
Cl -1.22 -4.31 2.43 0.53
Cl 0.12 -6.58 1.20 0.52
H 0.26 -4.31 0.59 0.00
C 4.05 -5.63 -0.04 -1.50
Cl 5.49 -5.67 -1.06 0.47
Cl 3.76 -7.20 0.72 0.51
Cl 4.20 -4.36 1.19 0.54
H 3.19 -5.39 -0.67 0.02
C -5.45 2.00 5.33 -1.52
Cl -6.54 1.50 4.03 0.43
Cl -5.47 0.83 6.65 0.52
Cl -3.80 2.20 4.71 0.51
H -5.79 2.96 5.71 0.02
C -9.74 0.82 1.38 -1.52
Cl -9.08 2.44 1.67 0.51
Cl -8.65 -0.42 2.00 0.49
Cl -11.34 0.66 2.11 0.52
H -9.84 0.68 0.30 0.02
C 3.69 -1.38 -6.47 -1.52
Cl 5.39 -1.14 -6.04 0.50
Cl 3.34 -3.11 -6.64 0.53
Cl 2.63 -0.66 -5.26 0.59
H 3.51 -0.90 -7.43 0.01
C 0.78 -3.28 5.66 -1.60
Cl 0.04 -1.73 5.26 0.51
Cl -0.46 -4.52 5.92 0.51
Cl 1.90 -3.79 4.38 0.51
H 1.35 -3.16 6.59 -0.09
C 9.04 -5.14 -3.60 -1.52
Cl 9.67 -3.51 -3.30 0.52
Cl 10.17 -6.36 -3.00 0.51
Cl 7.45 -5.35 -2.85 0.47
H 8.93 -5.27 -4.67 0.02
C 5.17 6.11 -0.74 -1.52
Cl 5.90 4.72 -1.57 0.53
Cl 3.60 6.49 -1.44 0.53
Cl 5.02 5.79 0.99 0.56
H 5.83 6.96 -0.88 0.01
C -0.08 -4.20 -5.83 -1.55
Cl -1.29 -3.16 -6.59 0.51
Cl 0.28 -3.65 -4.19 0.54
Cl -0.64 -5.89 -5.81 0.48
H 0.83 -4.15 -6.42 -0.05
C 2.78 -0.51 8.46 -1.51
Cl 2.00 1.02 8.03 0.53
Cl 2.84 -1.59 7.05 0.59
Cl 4.40 -0.23 9.10 0.52
H 2.18 -1.00 9.23 0.02
C -12.99 -0.03 5.63 -1.55
Cl -14.53 -0.87 5.45 0.51
Cl -13.24 1.71 5.83 0.51
Cl -12.08 -0.68 7.00 0.52
H -12.40 -0.19 4.73 -0.03
C -5.19 4.58 2.00 -1.54
Cl -5.96 6.11 1.56 0.51
Cl -5.12 3.50 0.61 0.47
Cl -3.57 4.86 2.65 0.50
H -5.79 4.11 2.78 -0.02
C -4.63 -5.04 -3.51 -1.52
Cl -2.89 -4.76 -3.70 0.50
Cl -5.03 -6.72 -3.90 0.51
Cl -5.16 -4.64 -1.87 0.51
H -5.15 -4.40 -4.21 0.02
```

HOMO energy: -0.168 Ha
energy: -22530.20066 Ha
net charge: -1

=====

2.
Below is a structure of composition C14H30NO10P2PbSSe, with properties calculated with the ωB97M-V functional and the def2-TZVPD basis.

Geometry as XYZ:
```
60
Properties=species:S:1:pos:R:3:lowdin_charge:R:1
Pb -1.34 0.97 -2.46 1.53
C 3.74 3.59 -0.08 -0.04
C 3.01 2.81 -1.15 -0.39
C 1.63 3.38 -1.44 -0.06
O 2.95 1.43 -0.65 -0.16
P 2.08 0.20 -1.00 0.47
O 1.08 0.39 -2.09 -0.44
C 1.29 -0.23 0.59 -0.18
P -0.47 -0.51 0.51 0.47
O -1.14 0.58 -0.28 -0.44
O -0.57 -1.92 -0.14 -0.19
C -1.65 -2.93 -0.03 -0.38
C -3.02 -2.30 -0.17 -0.03
C -1.47 -3.72 1.24 -0.03
O -1.07 -0.66 1.94 -0.16
C -1.18 0.32 3.05 -0.37
C -0.01 0.13 3.98 -0.04
C -1.35 1.73 2.54 -0.04
O 3.17 -0.89 -1.27 -0.15
C 3.06 -2.27 -1.74 -0.39
C 2.73 -3.19 -0.58 -0.04
C 2.10 -2.42 -2.90 -0.04
H 3.93 4.61 -0.43 0.09
H 4.69 3.12 0.16 0.09
H 3.14 3.65 0.83 0.09
H 3.61 2.77 -2.06 0.15
H 0.97 3.26 -0.57 0.08
H 1.18 2.91 -2.31 0.05
H 1.73 4.44 -1.64 0.10
H 1.49 0.59 1.28 0.08
H 1.76 -1.12 1.00 0.08
H -1.44 -3.57 -0.89 0.15
H -3.22 -1.60 0.65 0.08
H -3.77 -3.08 -0.14 0.11
H -3.12 -1.78 -1.12 0.07
H -1.71 -3.12 2.12 0.08
H -0.45 -4.09 1.33 0.09
H -2.14 -4.59 1.22 0.10
H -2.09 -0.01 3.54 0.15
H 0.91 0.58 3.59 0.08
H 0.17 -0.92 4.19 0.09
H -0.23 0.63 4.93 0.10
H -0.44 2.08 2.04 0.08
H -1.53 2.39 3.40 0.10
H -2.18 1.81 1.85 0.06
H 4.08 -2.47 -2.08 0.15
H 1.69 -3.06 -0.26 0.06
H 3.40 -3.01 0.26 0.09
H 2.85 -4.22 -0.89 0.10
H 1.07 -2.28 -2.58 0.07
H 2.20 -3.42 -3.31 0.10
H 2.32 -1.70 -3.69 0.09
O -6.07 0.24 -1.05 -0.35
Se -4.69 1.00 -0.89 0.87
O -3.99 1.16 0.53 -0.43
O -3.62 0.64 -2.09 -0.64
O -5.11 2.74 -1.37 -0.67
S -4.36 3.97 -0.61 1.01
C -2.80 3.67 -1.20 -0.51
N -1.81 3.28 -1.66 0.03
```

relative energy (zero: lowest compared OMol25 entry of this formula, charge and spin): 30.8 kJ/mol
HOMO energy: -0.465 Ha
energy: -5033.69895 Ha
net charge: +1

=====

3.
Below is a cluster of 2 separate species, C19H30BrN4O3P2 in total at a distorted geometry, with properties calculated with the ωB97M-V functional and the def2-TZVPD basis.

Geometry as XYZ:
```
59
Properties=species:S:1:pos:R:3:lowdin_charge:R:1
C 2.58 5.37 0.24 -0.17
C 1.08 5.21 -0.33 -0.45
P 0.76 3.64 -1.32 0.94
C -1.11 3.69 -1.75 -0.27
C 1.05 2.06 -0.30 -0.27
C 1.51 0.81 -1.15 -0.26
P 1.80 0.94 -3.02 0.86
N 2.10 -0.73 -3.53 -0.20
O 0.28 1.45 -3.67 -0.37
C 1.71 -0.53 -0.33 0.02
C 1.50 -0.59 1.20 -0.05
C 1.68 -1.94 2.06 -0.20
C 2.34 -3.09 1.33 0.00
C 2.50 -4.44 2.05 0.01
C 1.97 -4.37 3.49 -0.02
C 1.38 -3.07 4.01 -0.11
N 1.17 -1.82 3.39 0.07
N 1.07 0.64 1.88 0.13
C 0.84 1.90 1.22 -0.11
C 0.34 3.12 2.12 -0.10
C -1.21 3.46 1.82 -0.73
O -1.87 2.57 1.22 -0.03
Br -2.02 5.15 2.42 0.73
H 2.51 6.10 1.13 0.09
H 3.07 4.40 0.59 0.07
H 3.22 5.93 -0.54 0.09
H 0.90 6.10 -1.05 0.10
H 0.34 5.38 0.54 0.03
H -1.70 2.82 -1.30 0.03
H -1.16 3.57 -2.90 0.04
H -1.54 4.72 -1.51 0.06
H 2.10 -0.81 -4.56 0.05
H 1.36 -1.36 -3.16 0.02
H -0.40 0.94 -3.16 0.04
H 2.01 -1.44 -0.96 0.08
H 2.71 -2.97 0.27 0.10
H 2.95 -5.40 1.63 0.11
H 2.02 -5.29 4.17 0.11
H 1.04 -3.09 5.12 0.12
H 0.92 0.62 2.91 0.15
H 1.02 4.03 2.09 0.11
H 0.36 2.75 3.22 0.14
C -0.95 -3.12 -1.06 -0.07
C -1.80 -1.88 -0.79 -0.44
C -3.10 -2.17 -0.02 -0.20
O -4.13 -2.75 -0.81 -0.18
C -4.02 -4.16 -0.98 -0.10
N -2.06 -1.20 -2.06 0.05
H -1.36 -3.74 -1.86 0.07
H 0.06 -2.83 -1.36 0.05
H -0.87 -3.73 -0.16 0.08
H -1.20 -1.20 -0.17 0.12
H -3.50 -1.22 0.34 0.12
H -2.91 -2.78 0.88 0.12
H -3.61 -4.65 -0.10 0.09
H -3.41 -4.38 -1.86 0.07
H -5.02 -4.55 -1.17 0.09
H -2.55 -0.33 -1.87 0.08
H -2.76 -1.75 -2.56 0.08
```

HOMO energy: -0.406 Ha
energy: -4442.99112 Ha
net charge: +1

=====

4.
Below is a structure of composition C28H19N5O10OsS2 at a distorted geometry, with properties calculated with the ωB97M-V functional and the def2-TZVPD basis.

Geometry as XYZ:
```
65
Properties=species:S:1:pos:R:3:lowdin_charge:R:1
Os 1.23 -0.30 0.40 1.61
C -6.57 2.08 1.10 -0.06
C -5.21 2.11 0.47 -0.29
C -4.40 0.98 0.47 -0.04
C -3.14 1.00 -0.11 0.00
C -2.65 2.17 -0.68 -0.25
C -3.47 3.30 -0.70 0.00
C -4.73 3.27 -0.14 -0.04
S 0.23 2.59 0.83 1.02
O 0.74 2.24 -0.67 -0.22
O 0.95 3.77 1.24 -0.36
N 1.00 1.21 1.60 -0.32
C 0.86 1.09 2.94 -0.29
C 0.57 2.17 3.78 -0.01
C 0.54 2.02 5.16 -0.05
C 0.75 0.80 5.76 -0.03
C 0.97 -0.34 4.97 -0.15
C 1.13 -1.64 5.50 0.01
C 1.33 -2.70 4.66 -0.04
C 1.34 -2.47 3.28 -0.12
N 1.18 -1.28 2.75 0.00
C 1.02 -0.21 3.55 -0.17
H -6.69 1.20 1.73 0.07
H -7.34 2.07 0.34 0.08
H -6.72 2.97 1.71 0.08
H -4.75 0.06 0.92 0.11
H -2.54 0.10 -0.12 0.10
H -3.09 4.20 -1.16 0.12
H -5.35 4.14 -0.18 0.11
H 0.43 3.14 3.34 0.09
H 0.36 2.89 5.77 0.11
H 0.75 0.70 6.83 0.11
H 1.10 -1.78 6.57 0.12
H 1.46 -3.71 5.04 0.11
H 1.47 -3.29 2.58 0.12
O -1.42 2.36 -1.26 -0.01
C -0.33 1.45 -1.23 -0.68
O -0.54 0.39 -0.45 -0.24
C 0.08 1.05 -2.64 -0.01
C -0.69 1.33 -3.73 0.09
C -0.36 0.81 -4.99 -0.14
C 0.72 -0.05 -5.13 0.09
C 1.49 -0.37 -4.04 -0.06
C 1.26 0.22 -2.74 -0.29
O 2.05 0.04 -1.79 -0.13
N 2.51 -1.35 -4.19 -0.34
O 2.92 -1.58 -5.31 0.08
O 2.90 -1.94 -3.19 0.07
N -1.20 1.10 -6.11 -0.37
O -2.14 1.85 -5.93 0.07
O -0.93 0.58 -7.17 0.07
H -1.57 1.95 -3.64 0.14
H 0.94 -0.50 -6.09 0.13
O 1.20 -2.24 -0.43 -0.26
N 2.34 -2.85 -0.66 -0.21
C 2.31 -4.01 -1.33 -0.02
C 3.44 -4.75 -1.54 -0.03
C 4.66 -4.27 -1.07 -0.04
C 4.69 -3.07 -0.41 -0.07
C 3.51 -2.34 -0.19 -0.61
S 3.52 -0.88 0.73 0.72
H 1.33 -4.31 -1.66 0.15
H 3.38 -5.68 -2.08 0.12
H 5.57 -4.84 -1.22 0.12
H 5.60 -2.64 -0.04 0.11
```

HOMO energy (spin up / spin down): -0.297 / -0.304 Ha
spin multiplicity: 5
energy: -2991.35006 Ha